No. 1
Entry from the Open Molecules 2025 dataset: C15H49BHgO18P3 as an isolated structure (wB97M-V/def2-TZVPD).

XYZ file:
```
87
Properties=species:S:1:pos:R:3
Hg 28.558 2.139 -24.091
P 27.089 5.120 -22.472
P 25.100 1.437 -25.296
P 28.992 -1.097 -25.916
O 24.597 0.059 -24.795
O 31.232 0.658 -23.673
O 29.520 -1.041 -27.391
O 28.715 0.228 -25.318
O 27.830 4.168 -23.331
O 31.678 -2.148 -18.752
O 25.453 1.107 -26.794
O 30.518 -0.755 -20.936
O 23.667 -2.345 -22.059
O 26.237 1.937 -24.504
O 27.718 5.349 -21.056
O 26.950 6.554 -23.052
O 23.836 2.357 -25.326
O 30.766 3.615 -23.831
O 27.743 -2.049 -26.040
O 26.552 -0.817 -20.403
O 25.596 4.738 -22.279
O 30.053 -2.017 -25.221
C 28.624 4.383 -20.466
C 29.786 -2.427 -23.861
C 32.023 1.712 -23.134
C 24.532 -1.961 -20.989
C 25.694 -1.124 -21.496
C 25.989 2.078 -27.690
C 30.568 -0.105 -27.744
C 23.860 3.732 -24.858
C 23.286 -0.463 -25.127
C 31.985 2.869 -24.093
C 30.664 -0.162 -19.650
C 26.627 -1.584 -26.820
C 28.031 7.219 -23.709
C 25.151 3.758 -21.330
C 31.860 -0.752 -18.954
B 28.474 1.243 -21.792
H 24.401 4.223 -20.689
H 23.950 -1.385 -20.269
H 25.990 3.381 -20.756
H 30.705 -2.302 -23.297
H 28.322 8.104 -23.144
H 31.276 -2.481 -19.562
H 31.947 -0.290 -17.972
H 25.299 2.255 -28.513
H 33.075 1.455 -22.983
H 25.255 -0.194 -21.872
H 31.237 -0.661 -28.388
H 29.255 4.910 -19.761
H 22.692 -0.574 -24.227
H 29.672 -0.457 -21.312
H 26.248 -1.676 -22.264
H 25.924 -1.052 -26.179
H 30.848 0.927 -19.742
H 32.820 3.552 -23.914
H 24.899 -2.829 -20.429
H 23.451 -1.451 -25.557
H 29.394 1.980 -22.100
H 28.320 1.134 -20.616
H 22.837 0.152 -25.901
H 24.590 2.952 -21.805
H 32.756 -0.575 -19.558
H 26.929 1.713 -28.100
H 28.973 -1.856 -23.420
H 23.396 4.319 -25.643
H 32.011 2.568 -25.142
H 28.905 6.569 -23.769
H 29.237 3.919 -21.236
H 24.891 4.051 -24.717
H 31.062 0.289 -26.856
H 30.708 4.337 -24.466
H 26.857 -0.901 -27.638
H 29.560 -3.491 -23.798
H 24.149 -2.994 -22.579
H 26.176 3.027 -27.181
H 27.722 7.548 -24.697
H 30.109 0.743 -28.249
H 30.800 0.249 -22.908
H 27.032 -0.035 -20.702
H 23.336 3.797 -23.910
H 29.714 -0.175 -19.110
H 28.623 0.174 -22.334
H 31.600 2.045 -22.184
H 27.416 1.608 -22.271
H 26.138 -2.474 -27.206
H 28.061 3.590 -19.977
```

## Properties
Charge ... +1
LUMO energy ... -3.67 eV

=====

No. 2
Entry from the Open Molecules 2025 dataset: C15H50BNO21 as an isolated structure (wB97M-V/def2-TZVPD).

XYZ file:
```
88
Properties=species:S:1:pos:R:3
O 3.075 -2.097 -0.454
O 4.753 1.477 1.113
O -0.263 2.346 -0.781
O 1.672 1.162 5.881
O 1.804 -0.689 1.845
O -0.063 0.260 2.816
O -1.335 2.310 3.975
O -1.127 1.086 6.428
O 3.658 -4.280 2.415
O 1.559 1.735 1.896
O 0.855 3.997 4.280
O -0.676 -4.040 2.960
O 4.482 3.855 -0.409
O 0.252 0.599 0.393
O -2.435 0.309 -0.198
O 0.116 -1.057 4.596
O 1.861 3.558 0.704
O -0.660 5.239 -1.064
O -1.896 -1.416 6.951
O -0.851 4.301 1.698
O 1.741 -2.560 2.759
N -0.279 -0.887 -3.795
C 0.143 -0.909 -5.224
C 0.393 1.796 0.005
C 1.297 -1.406 2.668
C -1.606 -0.312 -3.628
C 0.804 -0.144 -3.228
C -0.197 -2.324 -3.436
C 1.273 2.478 0.951
C -4.072 -0.490 -4.208
C -4.670 0.091 -2.857
C -0.544 -4.104 -1.313
C 0.739 0.515 -5.489
C -2.779 -1.187 -4.096
C 0.282 -0.774 3.421
C 1.109 1.051 -4.159
C -0.600 -2.601 -1.865
B 0.859 0.465 1.704
H -2.046 1.102 -0.485
H -1.452 1.855 4.916
H 3.344 -2.953 -0.636
H -1.602 -0.375 -2.493
H -1.768 -0.211 0.115
H -0.266 -2.067 -1.104
H 0.297 -3.861 2.830
H 0.622 -2.759 -3.724
H -1.398 3.763 1.089
H 1.662 0.426 -6.199
H -0.412 5.966 -0.405
H -2.412 -1.546 -4.999
H -1.113 -4.408 -0.493
H 0.115 3.396 4.045
H -0.633 -1.228 -6.069
H -1.674 -1.818 7.833
H -0.144 1.001 6.300
H -0.901 5.074 1.129
H -1.547 -1.919 6.197
H -1.742 0.753 -4.103
H -4.523 -0.702 -2.147
H 1.607 -0.705 -3.338
H 3.096 -4.741 1.923
H -0.120 1.186 -5.926
H -1.704 -2.264 -1.702
H -4.620 -1.293 -4.448
H 5.570 1.155 1.329
H 4.704 2.831 -0.150
H -4.015 0.181 -4.978
H -0.977 -2.981 -4.061
H 0.993 -1.469 -5.492
H 4.218 1.392 1.888
H 1.589 1.430 6.815
H 2.347 0.514 5.781
H 1.063 4.001 3.355
H 3.665 4.069 -0.050
H -2.918 -2.110 -3.582
H -1.521 0.240 6.764
H 2.710 -2.369 0.335
H 0.559 -4.520 -1.228
H -0.913 -4.724 -2.005
H -0.996 1.636 3.410
H 0.585 0.241 -2.157
H 2.110 1.282 -4.007
H -0.881 4.485 -0.489
H -3.982 0.959 -2.428
H 0.430 1.985 -4.018
H 3.080 -3.497 2.664
H -5.780 0.279 -2.959
H -0.989 -4.054 3.904
```

## Properties
Energy relative to the best compared isomer or geometry (same formula, charge and spin) ... 1.5 kcal/mol
Charge ... 0
LUMO energy ... -0.54 eV

=====

No. 3
Entry from the Open Molecules 2025 dataset: a 10-piece molecular cluster, C15H50N10O15 overall (wB97M-V/def2-TZVPD).

XYZ file:
```
90
Properties=species:S:1:pos:R:3
O 1.293 -3.953 -5.213
O 0.804 4.896 -6.500
O -0.687 3.707 -4.334
O 5.683 2.292 2.410
O 2.446 7.362 0.212
O -7.584 2.515 -3.808
O -4.856 -4.797 -0.879
O 2.981 -1.594 -5.072
O -5.170 -0.859 1.934
O 0.287 -0.223 7.576
O 2.397 7.421 -2.674
O -0.009 -1.201 0.835
O 4.843 -6.036 3.102
O 7.873 3.917 4.067
O -3.012 -5.507 1.242
N -5.543 0.660 3.448
N -6.200 -1.484 3.730
N 3.545 -4.226 3.001
N -5.849 1.117 -3.828
N 1.087 0.203 -0.479
N -6.713 1.799 -5.703
N 2.630 -6.179 3.109
N -1.305 -1.546 6.807
N -1.059 -0.056 -0.768
N -1.347 -0.914 8.863
C 3.741 -5.543 3.063
C 3.132 6.391 -0.604
C -3.574 -6.481 0.436
C -0.709 -0.880 7.742
C -5.637 -0.562 2.974
C -6.754 1.859 -4.360
C -0.044 -0.387 -0.064
C 0.692 3.529 -6.330
C -0.774 3.250 -5.657
C 6.628 1.895 3.411
C 3.103 -2.620 -4.022
C -4.878 -6.075 -0.248
C 6.940 2.933 4.477
C 3.582 7.083 -1.899
C 1.786 -3.447 -3.902
H 7.842 4.488 4.838
H 2.837 -7.157 3.249
H -7.493 2.180 -6.219
H 4.176 6.358 -2.456
H 4.416 -3.792 2.729
H 3.383 -2.170 -3.069
H -5.800 1.041 -2.822
H -1.054 2.198 -5.704
H -6.694 -1.266 4.584
H -4.567 -4.190 -0.194
H 3.934 -3.273 -4.288
H -5.223 -6.776 -1.008
H -1.042 0.658 -1.482
H 1.003 0.800 -1.290
H -2.170 -1.485 8.986
H -1.005 -1.419 5.851
H 1.013 -2.689 -3.780
H 0.990 2.955 -7.207
H 7.454 1.473 2.838
H -1.184 -0.304 9.652
H -1.608 3.822 -6.066
H 1.951 0.114 0.036
H 2.496 5.526 -0.792
H 6.149 2.387 1.576
H -3.780 -7.296 1.129
H -2.042 -2.221 6.955
H -2.726 -4.706 0.797
H 0.943 -4.801 -4.932
H 1.169 5.140 -5.646
H -4.965 1.318 2.945
H -6.006 1.251 -6.173
H 2.264 6.851 1.003
H 6.264 1.021 3.951
H -1.903 -0.255 -0.251
H -2.850 -6.821 -0.305
H 1.848 -5.840 2.567
H -6.129 -2.432 3.388
H -5.685 -5.971 0.477
H 1.805 7.894 -2.084
H -5.499 0.828 4.443
H 1.527 3.190 -5.718
H 2.759 -2.055 -5.884
H 4.149 8.013 -1.855
H 2.655 -3.754 2.931
H 7.362 2.436 5.350
H -5.462 0.452 -4.482
H 1.776 -4.117 -3.042
H 6.025 3.473 4.723
H 4.041 6.102 -0.078
H -1.111 4.566 -4.269
```

## Properties
Energy relative to the best compared isomer or geometry (same formula, charge and spin) ... 142.1 kcal/mol
Charge ... 0
LUMO energy ... -0.05 eV
SMILES string ... NC(N)=O.NC(N)=O.NC(N)=O.NC(N)=O.NC(N)=O.OCCO.OCCO.OCCO.OCCO.OCCO

=====

No. 4
Entry from the Open Molecules 2025 dataset: a 10-piece molecular cluster, C15H50N6O10 overall (wB97M-V/def2-TZVPD).

XYZ file:
```
81
Properties=species:S:1:pos:R:3
O -0.186 0.742 0.377
O -1.659 2.328 2.129
O -0.468 -3.008 2.653
O 1.371 1.288 -2.661
O 4.752 -0.129 2.314
O 3.030 4.453 1.050
O 0.838 -5.216 0.989
O -2.259 2.068 -2.838
O -2.728 -2.337 -2.028
O -1.635 -1.686 -4.721
N 2.920 -4.407 0.286
N -3.015 -2.916 0.179
N 1.207 -3.286 -0.419
N 2.267 2.915 -1.306
N -1.435 -3.922 -0.820
N 0.067 2.758 -1.435
C 2.609 -1.042 1.878
C -0.864 -0.679 -4.093
C -2.906 1.527 -1.728
C -0.627 0.492 -4.982
C -4.219 2.290 -1.531
C 3.997 -1.347 2.415
C -0.633 -0.479 -0.302
C -0.681 -1.790 3.287
C -1.653 3.550 1.425
C 3.225 3.466 2.043
C 1.241 2.333 -1.839
C 2.017 2.635 2.184
C -2.098 -1.375 2.895
C -2.401 -3.067 -0.924
C 1.648 -4.253 0.343
H 4.064 -1.741 3.431
H -3.022 0.465 -1.811
H -0.216 3.758 -1.134
H -0.670 3.516 0.965
H 4.034 2.799 1.726
H -0.381 -1.311 0.407
H -1.091 1.750 1.616
H 2.098 -0.284 2.546
H 0.040 0.243 -5.718
H -4.820 1.682 -0.878
H 3.945 4.794 0.884
H -1.528 -4.713 -0.117
H 1.859 2.042 1.260
H 3.523 3.976 2.965
H -4.717 2.443 -2.506
H -0.268 1.329 -4.451
H -3.972 3.242 -1.061
H 3.265 -4.964 1.082
H -0.999 -4.012 -1.767
H -1.425 -0.406 -3.221
H -2.369 3.631 0.679
H -2.922 2.119 -3.571
H -3.631 -2.075 0.278
H 4.444 -2.107 1.811
H 4.662 0.320 3.154
H 1.845 -1.819 2.011
H -2.342 1.599 -0.795
H 2.642 -0.776 0.860
H -1.701 4.463 2.050
H 0.154 -3.156 -0.308
H -2.030 -1.219 1.829
H -2.337 -0.438 3.404
H 0.129 -1.115 2.994
H 2.125 1.878 2.951
H -0.695 2.331 -1.969
H -1.741 -0.520 -0.434
H -2.917 -3.527 1.009
H 3.234 2.514 -1.434
H 0.350 -3.433 2.886
H -2.875 -2.092 3.148
H 1.147 3.256 2.331
H 1.736 -2.520 -0.824
H 0.051 -1.045 -3.623
H 2.264 3.615 -0.565
H -1.888 -2.354 -4.090
H -1.538 0.986 -5.420
H -0.600 -1.928 4.346
H 0.029 1.441 -0.295
H -0.124 -0.753 -1.226
H 3.487 -3.812 -0.257
```

## Properties
Energy relative to the best compared isomer or geometry (same formula, charge and spin) ... 142.6 kcal/mol
Charge ... 0
LUMO energy ... 0.29 eV
SMILES string ... NC(N)=O.NC(N)=O.NC(N)=O.CCO.CCO.CCO.CCO.CCO.CO.CO

=====

No. 5
Entry from the Open Molecules 2025 dataset: a 12-piece molecular cluster, C15H55N19O12 overall (wB97M-V/def2-TZVPD).

XYZ file:
```
101
Properties=species:S:1:pos:R:3
O 9.097 -19.025 -12.850
O 9.271 -23.394 -15.744
O 9.841 -14.494 -15.807
O 9.189 -20.325 -17.044
O 12.270 -23.238 -13.781
O 7.499 -17.292 -17.759
O 8.308 -22.791 -11.150
O 5.015 -16.872 -13.747
O 12.614 -16.108 -18.609
O 9.908 -20.931 -20.148
O 12.551 -18.970 -13.323
O 15.412 -21.434 -16.778
N 10.513 -16.699 -18.708
N 9.810 -24.343 -11.862
N 11.107 -14.657 -18.642
N 9.674 -22.569 -12.868
N 7.052 -19.303 -18.642
N 14.554 -18.086 -13.207
N 14.330 -23.589 -13.020
N 12.955 -25.240 -13.059
N 11.298 -15.856 -14.799
N 7.088 -23.305 -16.225
N 10.621 -20.447 -15.333
N 5.971 -17.497 -19.438
N 6.010 -16.143 -15.560
N 14.531 -20.073 -13.785
N 9.821 -18.572 -15.959
N 8.443 -24.801 -17.124
N 6.376 -18.104 -15.058
N 10.930 -14.028 -13.850
N 12.249 -22.324 -18.458
C 5.678 -17.014 -14.734
C 13.144 -23.956 -13.331
C 10.606 -14.750 -14.875
C 8.721 -17.726 -12.530
C 14.000 -21.477 -16.991
C 8.949 -21.381 -21.134
C 8.321 -23.806 -16.352
C 9.209 -23.201 -11.870
C 13.753 -19.054 -13.446
C 14.122 -21.158 -19.529
C 6.879 -17.984 -18.541
C 9.856 -19.879 -16.120
C 16.149 -22.670 -16.781
C 13.654 -21.962 -18.399
C 11.465 -15.845 -18.645
H 15.498 -19.840 -13.966
H 9.279 -17.983 -16.575
H 14.038 -20.904 -14.080
H 15.206 -21.082 -19.611
H 12.182 -25.705 -13.513
H 13.719 -25.760 -12.651
H 11.182 -16.492 -15.575
H 7.018 -18.099 -15.837
H 9.419 -25.058 -17.150
H 7.950 -17.879 -11.775
H 7.099 -22.456 -15.677
H 11.720 -14.417 -13.354
H 14.105 -22.940 -18.568
H 9.575 -16.346 -18.837
H 13.602 -22.162 -16.243
H 10.473 -24.620 -12.572
H 14.076 -17.197 -13.152
H 6.663 -20.052 -19.195
H 5.417 -18.042 -20.083
H 10.119 -14.486 -18.526
H 10.052 -18.925 -12.854
H 6.196 -18.980 -14.587
H 8.215 -17.195 -13.336
H 11.992 -16.011 -14.081
H 5.622 -15.223 -15.717
H 11.009 -19.844 -14.621
H 10.747 -17.669 -18.869
H 15.992 -23.165 -15.823
H 14.940 -24.185 -12.480
H 9.537 -25.094 -11.244
H 7.762 -25.078 -17.817
H 8.726 -22.424 -20.911
H 17.170 -22.292 -16.833
H 7.757 -19.553 -17.963
H 10.882 -21.419 -15.410
H 6.597 -16.645 -16.210
H 11.837 -13.966 -18.741
H 6.335 -23.576 -16.841
H 15.820 -23.325 -17.587
H 14.534 -22.687 -13.427
H 11.641 -21.646 -18.896
H 15.559 -18.171 -13.261
H 9.502 -17.116 -12.077
H 9.664 -21.189 -19.256
H 12.259 -23.002 -19.207
H 10.319 -22.970 -13.534
H 10.066 -18.381 -14.998
H 5.642 -16.546 -19.352
H 8.012 -20.826 -21.081
H 13.823 -21.606 -20.477
H 13.580 -20.212 -19.519
H 13.581 -20.487 -16.812
H 10.517 -13.144 -13.589
H 9.145 -21.737 -13.088
H 9.452 -21.397 -22.101
```

## Properties
Energy relative to the best compared isomer or geometry (same formula, charge and spin) ... 180.4 kcal/mol
Charge ... 0
LUMO energy ... 0.13 eV
SMILES string ... COC[C@H](C)N.NC(N)=O.NC(N)=O.NC(N)=O.NC(N)=O.NC(N)=O.NC(N)=O.NC(N)=O.NC(N)=O.NC(N)=O.CO.CO

=====

Number 1: frontier orbital gap 0.2977 Ha, F_max 1.6 eV Å⁻¹. Number 2: frontier orbital gap 0.3165 Ha, F_max 8.8 eV Å⁻¹. Number 3: frontier orbital gap 0.3568 Ha, F_max 6.0 eV Å⁻¹. Number 4: frontier orbital gap 0.3368 Ha, F_max 7.8 eV Å⁻¹. Number 5: frontier orbital gap 0.3143 Ha, F_max 8.2 eV Å⁻¹.